Entry 1:
{
  "formula": "C8H10NO2",
  "method": "ωB97M-V/def2-TZVPD",
  "de_lowest_kcal_mol": 61.6,
  "total_charge": -1,
  "gap_ev": 6.14,
  "symbols": ["C", "C", "C", "C", "C", "C", "C", "C", "N", "O", "O", "H", "H", "H", "H", "H", "H", "H", "H", "H", "H"],
  "positions_angstrom": [[-3.493, -0.241, -0.218], [-2.589, -1.277, -0.114], [-2.947, 1.036, -0.206], [-1.204, -1.037, -0.141], [-1.607, 1.289, -0.178], [-0.630, 0.222, -0.138], [2.889, -0.800, 0.875], [3.612, -0.237, -0.294], [0.693, 0.520, -0.073], [0.914, 1.961, -0.049], [4.227, 0.817, -0.468], [-4.611, -0.552, -0.320], [-3.059, -2.369, -0.090], [-3.729, 1.751, -0.378], [-0.411, -1.773, -0.197], [-1.364, 2.268, -0.214], [3.042, -1.801, 0.963], [1.863, -0.570, 0.622], [3.070, -0.102, 1.664], [3.518, -1.038, -1.176], [1.817, 1.932, 0.131]],
  "atomic_forces_ev_per_a": [[-1.568, -1.670, 0.306], [0.044, -2.515, -0.426], [-1.453, -0.598, -0.748], [0.214, -1.654, 0.089], [-0.896, -2.415, 0.165], [0.004, 4.036, 0.253], [1.036, 3.778, -0.749], [0.663, -1.034, -2.161], [-1.679, -1.124, -0.560], [-2.449, -0.366, -0.357], [-1.351, -1.762, 0.752], [2.032, 1.172, 0.299], [1.481, 2.199, -0.091], [0.270, 1.194, 0.199], [-0.511, -0.942, 0.186], [1.311, 2.862, -0.082], [0.713, -2.781, 0.677], [-0.945, 0.004, -0.359], [0.319, -0.248, 1.350], [0.399, 1.563, 0.907], [2.367, 0.300, 0.349]],
  "nbo_charge": [-0.35, -0.19, -0.21, -0.35, -0.31, 0.16, -0.80, 0.49, -0.42, -0.64, -0.59, 0.18, 0.18, 0.18, 0.19, 0.20, 0.21, 0.34, 0.21, 0.06, 0.46]
}



Entry 2:
{
  "formula": "C8H10NO2",
  "method": "ωB97M-V/def2-TZVPD",
  "de_lowest_kcal_mol": 40.0,
  "total_charge": 1,
  "gap_ev": [6.40, 6.34],
  "spin_multiplicity": 3,
  "s_squared": 2.01,
  "symbols": ["C", "C", "C", "C", "C", "C", "C", "C", "N", "O", "O", "H", "H", "H", "H", "H", "H", "H", "H", "H", "H"],
  "positions_angstrom": [[2.896, -0.002, 0.364], [2.128, -1.154, 0.167], [2.300, 1.191, -0.017], [0.851, -1.118, -0.346], [1.001, 1.184, -0.501], [-2.192, -0.786, 0.608], [-2.295, 0.720, 0.708], [-1.145, 0.039, -1.165], [0.375, 0.060, -0.765], [-1.770, -1.048, -0.724], [-1.678, 1.189, -0.564], [3.803, 0.011, 0.849], [2.381, -2.125, 0.521], [2.993, 2.033, 0.089], [0.082, -1.873, -0.412], [0.483, 1.959, -0.896], [-1.343, -1.095, 1.307], [-3.011, -1.435, 0.723], [-3.243, 1.249, 0.843], [-1.639, 0.887, 1.474], [-0.977, 0.114, -2.262]],
  "atomic_forces_ev_per_a": [[-1.405, -0.479, -0.700], [0.512, -0.770, 1.058], [1.816, -0.010, 0.626], [-0.375, -0.213, -0.080], [1.614, 1.128, 0.169], [1.673, -0.664, 0.609], [-0.763, 0.141, -2.274], [1.679, 2.662, -0.811], [-3.240, -2.593, -0.640], [0.144, -0.490, -0.825], [-0.606, -1.183, 0.238], [1.838, -0.272, 0.762], [0.860, -0.547, 0.213], [-1.115, 0.349, -0.240], [0.665, -0.780, 0.156], [-1.052, 3.023, -0.597], [-1.181, 0.040, -0.703], [-1.265, -0.336, 0.632], [0.151, -0.519, -0.204], [1.440, 1.596, 2.018], [-1.391, -0.083, 0.594]],
  "mulliken_spin": [0.34, 0.20, 0.18, 0.44, 0.53, 0.00, 0.01, -0.02, 0.22, 0.00, 0.01, 0.03, 0.01, -0.01, 0.03, 0.04, 0.00, 0.00, 0.00, 0.00, 0.00]
}



Entry 3:
{
  "formula": "C8H10NO5P",
  "method": "ωB97M-V/def2-TZVPD",
  "de_lowest_kcal_mol": 3.5,
  "total_charge": -2,
  "gap_ev": 6.44,
  "smiles": "O=[P@]1([O-])O[C@@H]1[C@H]1C=C[C@@H](C=[N+]([O-])[O-])CC1",
  "symbols": ["O", "P", "O", "O", "C", "C", "C", "C", "C", "C", "N", "O", "O", "C", "C", "H", "H", "H", "H", "H", "H", "H", "H", "H", "H"],
  "positions_angstrom": [[0.343, -3.783, 0.431], [0.482, -2.728, 1.477], [1.459, -2.906, 2.583], [-1.002, -2.110, 1.987], [-0.254, -1.144, 1.129], [-0.889, -1.058, -0.244], [-1.860, 0.075, -0.272], [-1.412, 1.309, -0.446], [0.049, 1.512, -0.731], [0.895, 1.400, 0.509], [1.168, 2.518, 1.154], [2.055, 2.536, 2.064], [0.525, 3.588, 0.891], [0.463, 0.487, -1.789], [0.204, -0.947, -1.324], [-0.063, -0.241, 1.681], [-1.400, -2.016, -0.371], [-2.899, -0.142, -0.051], [-2.053, 2.177, -0.385], [0.190, 2.531, -1.124], [1.573, 0.582, 0.661], [1.520, 0.621, -2.038], [-0.119, 0.686, -2.697], [-0.085, -1.555, -2.188], [1.111, -1.391, -0.908]],
  "atomic_forces_ev_per_a": [[-0.009, 0.140, -0.326], [-1.010, 0.191, 1.023], [0.186, 0.166, 0.057], [0.429, -0.766, 0.058], [0.032, -1.422, 0.241], [-0.033, 0.011, -0.205], [-0.369, -0.070, -0.056], [-0.144, 0.182, -0.176], [0.142, 0.340, -0.029], [0.421, 0.765, -1.019], [0.036, -0.175, 0.276], [0.362, 0.092, 0.328], [-0.269, 0.422, -0.083], [0.008, 0.000, -0.045], [0.029, 0.008, -0.243], [0.107, 0.110, -0.135], [0.084, 0.130, 0.020], [-0.090, 0.094, 0.047], [-0.113, 0.082, 0.059], [-0.011, -0.216, 0.093], [0.115, -0.056, 0.180], [0.009, 0.018, -0.026], [0.050, 0.033, 0.043], [0.077, -0.061, 0.062], [-0.041, -0.017, -0.146]],
  "nbo_charge": [-1.17, 2.29, -1.15, -0.85, -0.31, -0.31, -0.20, -0.17, -0.31, -0.22, 0.42, -0.64, -0.66, -0.38, -0.39, 0.24, 0.24, 0.18, 0.19, 0.23, 0.20, 0.19, 0.18, 0.19, 0.22]
}



Entry 4:
{
  "formula": "C8H10NS",
  "method": "ωB97M-V/def2-TZVPD",
  "de_lowest_kcal_mol": 0.0,
  "total_charge": 1,
  "gap_ev": 8.78,
  "symbols": ["C", "C", "C", "C", "C", "C", "C", "C", "N", "S", "H", "H", "H", "H", "H", "H", "H", "H", "H", "H"],
  "positions_angstrom": [[-2.087, 1.099, -0.380], [-3.400, 1.200, -0.086], [-2.619, -1.101, 0.179], [-1.600, -0.242, -0.235], [2.919, -0.244, 0.424], [2.529, 0.288, 1.565], [2.094, -0.389, -0.836], [-0.287, -0.687, -0.471], [0.739, 0.079, -0.684], [-4.087, -0.310, 0.401], [-1.488, 1.923, -0.724], [-4.024, 2.070, -0.134], [-2.516, -2.145, 0.401], [3.917, -0.640, 0.311], [3.195, 0.335, 2.408], [2.576, 0.185, -1.636], [2.080, -1.441, -1.134], [-0.115, -1.758, -0.468], [1.541, 0.690, 1.731], [0.634, 1.087, -0.632]],
  "atomic_forces_ev_per_a": [[0.055, -0.155, 0.010], [-0.129, -0.239, 0.112], [0.357, 0.245, -0.045], [-1.057, 0.179, 0.130], [-0.168, -0.090, -0.341], [-0.115, 0.006, 0.084], [0.907, -0.234, 0.149], [0.336, -0.054, 0.085], [-0.545, 0.079, 0.099], [0.493, 0.161, -0.189], [0.016, 0.239, -0.055], [-0.113, 0.234, -0.006], [-0.014, -0.276, -0.022], [0.193, 0.000, 0.035], [0.173, 0.012, 0.116], [-0.160, -0.162, -0.005], [-0.090, 0.136, -0.087], [0.217, 0.004, 0.003], [-0.180, 0.029, -0.055], [-0.177, -0.114, -0.016]],
  "nbo_charge": [-0.22, -0.37, -0.31, -0.22, -0.20, -0.37, -0.27, 0.27, -0.44, 0.60, 0.23, 0.26, 0.26, 0.23, 0.23, 0.24, 0.23, 0.23, 0.19, 0.43]
}



Entry 5:
{
  "formula": "C8H10O",
  "method": "ωB97M-V/def2-TZVPD",
  "de_lowest_kcal_mol": 159.1,
  "gap_ev": [7.53, 7.62],
  "symbols": ["C", "C", "C", "C", "C", "C", "O", "C", "C", "H", "H", "H", "H", "H", "H", "H", "H", "H", "H"],
  "positions_angstrom": [[1.253, 0.815, 0.665], [-0.033, 0.798, 1.416], [0.443, 0.417, -0.913], [-0.792, -0.171, 0.404], [1.045, -0.464, -1.741], [-2.115, 0.144, 0.088], [-0.036, 1.620, -1.399], [-0.478, -1.542, 0.718], [-0.212, -2.683, 0.983], [0.371, 1.794, -2.255], [1.903, -0.029, 0.868], [1.723, 1.780, 0.512], [0.012, 0.376, 2.418], [-0.522, 1.768, 1.398], [1.401, -1.409, -1.370], [1.209, -0.235, -2.785], [-2.691, 0.828, 0.693], [-2.528, -0.118, -0.874], [0.046, -3.691, 1.173]],
  "atomic_forces_ev_per_a": [[-1.219, -0.854, -2.482], [-1.036, -0.995, -0.260], [1.539, 1.512, 2.545], [0.622, 0.767, 1.951], [0.313, -0.564, -0.519], [-0.439, 0.342, -0.576], [-0.201, 0.023, -0.113], [0.293, -0.285, -0.770], [0.034, 0.300, -0.132], [-0.092, -0.064, -0.002], [0.178, 0.180, 0.081], [0.249, -0.148, 0.027], [-0.041, 0.213, 0.102], [-0.060, 0.030, 0.129], [0.162, -0.038, 0.095], [-0.279, -0.117, -0.185], [0.199, 0.371, -0.113], [-0.212, -0.482, 0.089], [-0.010, -0.192, 0.134]],
  "nbo_charge": [-0.36, -0.42, 0.29, -0.16, -0.46, -0.28, -0.73, -0.02, -0.24, 0.48, 0.21, 0.22, 0.22, 0.22, 0.22, 0.19, 0.19, 0.19, 0.23]
}



Entry 6:
{
  "formula": "C8H10O2",
  "method": "ωB97M-V/def2-TZVPD",
  "de_lowest_kcal_mol": 71.9,
  "gap_ev": 9.88,
  "smiles": "c1ccccc1.CC(=O)O",
  "symbols": ["C", "C", "C", "C", "C", "C", "H", "H", "H", "H", "H", "H", "C", "C", "O", "O", "H", "H", "H", "H"],
  "positions_angstrom": [[-0.921, 2.520, 0.129], [-0.233, 2.162, -1.056], [0.925, 1.430, -0.815], [1.657, 1.237, 0.387], [0.851, 1.599, 1.575], [-0.442, 1.965, 1.456], [-1.931, 3.093, -0.088], [-0.559, 2.503, -1.971], [1.261, 1.334, -1.900], [2.539, 0.584, 0.251], [1.392, 1.347, 2.500], [-1.065, 1.811, 2.422], [-0.813, -3.568, -0.484], [-0.061, -2.450, -0.066], [1.021, -2.428, 0.591], [-0.517, -1.139, -0.471], [-0.307, -4.580, -0.518], [-1.807, -3.541, 0.097], [-1.163, -3.451, -1.515], [0.172, -0.429, -0.526]],
  "atomic_forces_ev_per_a": [[-1.514, -0.913, 0.150], [-0.558, 0.445, 6.423], [2.217, 0.850, -3.159], [-3.448, 0.348, -1.356], [3.830, -2.387, -1.496], [-2.457, 1.793, -0.751], [2.016, -1.302, 1.311], [-0.500, 0.345, -1.895], [1.154, -1.140, 1.758], [-0.330, 0.891, 1.014], [-1.004, 0.161, -0.075], [0.741, 1.103, -1.992], [-3.167, -2.598, -0.976], [6.314, 5.985, 2.332], [-3.664, -1.067, -2.096], [-0.645, -2.680, -0.290], [-0.405, 1.441, 0.897], [1.487, -0.485, -0.587], [0.101, 0.405, 0.079], [-0.167, -1.195, 0.709]],
  "nbo_charge": [-0.18, -0.23, -0.30, -0.22, -0.21, -0.22, 0.22, 0.22, 0.22, 0.25, 0.22, 0.24, -0.75, 0.78, -0.59, -0.75, 0.26, 0.26, 0.25, 0.52]
}



Entry 7:
{
  "formula": "C8H10O3P",
  "method": "ωB97M-V/def2-TZVPD",
  "de_lowest_kcal_mol": 3.5,
  "total_charge": -1,
  "gap_ev": 8.03,
  "symbols": ["C", "C", "C", "C", "C", "C", "C", "C", "O", "O", "O", "P", "H", "H", "H", "H", "H", "H", "H", "H", "H", "H"],
  "positions_angstrom": [[-2.929, 1.290, 0.451], [-2.294, 1.178, -0.753], [-2.857, 0.260, 1.392], [-1.468, 0.114, -1.043], [-2.116, -0.876, 1.052], [-1.385, -0.890, -0.086], [2.247, 0.494, 1.295], [3.407, 1.192, 0.875], [1.273, -2.519, -2.098], [2.123, -2.007, 0.228], [3.537, 2.030, -0.037], [1.391, -3.009, -0.722], [-3.471, 2.240, 0.438], [-2.414, 2.104, -1.388], [-3.032, 0.426, 2.457], [-0.776, 0.119, -1.855], [-2.153, -1.662, 1.845], [2.258, -0.517, 0.625], [2.309, 0.068, 2.436], [1.280, 0.917, 1.136], [4.332, 0.722, 1.164], [-0.812, -1.820, -0.398]],
  "atomic_forces_ev_per_a": [[-0.907, 0.233, 0.228], [0.395, 1.480, -1.558], [0.893, 0.934, 0.087], [0.154, 0.332, 0.975], [-1.178, 0.108, 2.522], [1.022, -2.639, -2.368], [-0.827, -2.702, 2.636], [1.132, 1.224, -3.021], [-0.446, 0.204, -1.705], [-1.041, -2.229, -1.124], [-0.757, -0.598, 1.609], [1.598, 1.300, 2.549], [-0.143, -0.414, 1.354], [0.447, -1.431, 0.229], [-0.887, -0.137, -0.383], [0.080, -0.192, -0.693], [0.610, 0.406, -1.109], [0.086, 1.253, 1.089], [0.041, 1.044, -2.782], [-0.556, 0.689, -0.201], [0.890, -0.269, 0.917], [-0.606, 1.402, 0.749]],
  "nbo_charge": [-0.24, -0.21, -0.23, -0.21, -0.22, -0.19, -0.79, 0.41, -1.13, -1.17, -0.61, 1.41, 0.21, 0.20, 0.21, 0.24, 0.21, 0.39, 0.20, 0.22, 0.09, 0.22]
}



Entry 8:
{
  "formula": "C8H10OS",
  "method": "ωB97M-V/def2-TZVPD",
  "de_lowest_kcal_mol": 122.4,
  "gap_ev": [7.42, 7.46],
  "symbols": ["C", "C", "C", "C", "C", "C", "C", "C", "O", "S", "H", "H", "H", "H", "H", "H", "H", "H", "H", "H"],
  "positions_angstrom": [[-0.406, -0.341, -1.153], [-0.288, -1.274, 1.431], [0.623, 0.358, -0.832], [0.772, -0.479, 1.493], [-1.609, -1.074, -1.464], [-2.477, -1.418, -0.163], [1.497, 1.258, -1.638], [1.423, 0.134, 2.715], [1.329, 0.082, 0.323], [-1.594, -2.104, 1.273], [-2.207, -0.323, -1.973], [-1.423, -1.900, -2.049], [-3.001, -0.439, 0.106], [-3.426, -1.942, -0.261], [2.556, 1.273, -1.299], [1.423, 0.844, -2.686], [1.085, 2.288, -1.586], [2.457, -0.174, 2.877], [1.317, 1.200, 2.482], [0.900, -0.176, 3.644]],
  "atomic_forces_ev_per_a": [[-0.625, -0.538, 0.544], [3.340, 2.683, -0.286], [0.967, -1.295, 0.541], [-0.940, -0.360, -0.849], [-0.849, 1.924, 2.345], [-1.140, 2.586, 0.071], [-0.296, 0.460, -1.614], [-0.816, -0.507, -0.028], [1.042, 0.244, 2.186], [-2.533, -2.092, -0.597], [-0.615, -0.363, -0.507], [0.342, -1.895, -1.351], [1.377, -0.663, 0.141], [0.341, -1.110, -0.666], [-0.919, -0.212, -0.149], [0.357, 0.973, 0.894], [0.404, -0.488, -0.286], [0.106, 0.244, -0.445], [0.425, -0.037, 0.752], [0.032, 0.445, -0.697]],
  "nbo_charge": [0.05, -0.37, 0.20, 0.24, -0.49, -0.56, -0.64, -0.64, -0.52, 0.45, 0.24, 0.23, 0.21, 0.23, 0.24, 0.22, 0.22, 0.23, 0.23, 0.22]
}



Entry 9:
{
  "formula": "C8H10OS2",
  "method": "ωB97M-V/def2-TZVPD",
  "de_lowest_kcal_mol": 77.4,
  "gap_ev": 6.55,
  "symbols": ["C", "C", "C", "C", "C", "C", "C", "C", "O", "S", "S", "H", "H", "H", "H", "H", "H", "H", "H", "H", "H"],
  "positions_angstrom": [[-3.328, 1.014, -0.488], [-2.315, 0.233, -1.045], [-3.681, 0.678, 0.717], [-1.911, -0.813, -0.129], [0.767, 0.581, 0.146], [2.971, 0.366, 1.105], [2.120, -1.020, -0.904], [1.837, -0.330, 0.449], [-1.074, -1.669, -0.232], [-0.344, 1.480, -0.503], [-2.723, -0.574, 1.442], [-3.881, 1.685, -1.053], [-2.018, 0.239, -2.144], [-4.569, 1.137, 1.297], [3.699, -0.208, 1.713], [3.526, 0.812, 0.307], [2.733, 1.127, 1.707], [3.078, -1.420, -0.776], [1.468, -1.868, -1.023], [2.104, -0.494, -1.844], [1.539, -0.957, 1.259]],
  "atomic_forces_ev_per_a": [[-0.331, 0.103, -1.539], [2.346, -0.725, -1.548], [-2.710, 0.843, 4.207], [-0.578, 0.516, -0.302], [-2.767, 2.582, -2.258], [3.266, -1.420, -1.846], [-0.474, -1.059, 0.801], [-1.031, 0.427, 0.261], [1.578, -0.915, -0.542], [2.252, -2.296, 1.951], [-0.489, 0.243, -0.097], [-0.851, 1.359, -0.900], [-0.623, -0.323, 1.652], [1.739, -0.851, -1.017], [-0.636, -0.462, -0.639], [0.861, 0.525, -0.462], [-1.566, 2.883, 2.313], [1.696, -0.650, -0.085], [-0.518, -0.194, 0.020], [-0.140, 0.960, 0.170], [-1.026, -1.544, -0.139]],
  "nbo_charge": [-0.30, -0.46, -0.38, 0.34, -0.09, -0.59, -0.58, -0.37, -0.62, 0.52, 0.25, 0.22, 0.25, 0.23, 0.22, 0.20, 0.22, 0.21, 0.25, 0.23, 0.26]
}



Entry 10:
{
  "formula": "C8H10OS2",
  "method": "ωB97M-V/def2-TZVPD",
  "de_lowest_kcal_mol": 44.2,
  "gap_ev": 8.27,
  "smiles": "O[C@H]1C[C@H]2C[C@H]2C12SC=CS2",
  "symbols": ["O", "C", "C", "C", "C", "C", "C", "S", "C", "C", "S", "H", "H", "H", "H", "H", "H", "H", "H", "H", "H"],
  "positions_angstrom": [[-0.541, 1.343, 1.306], [-0.448, 0.008, 1.185], [-1.777, -0.587, 0.732], [-1.835, -0.708, -0.732], [-1.533, 0.535, -1.542], [-0.467, -0.515, -1.332], [0.571, -0.240, -0.283], [1.673, -1.551, 0.055], [2.990, -0.482, 0.502], [2.893, 0.801, 0.165], [1.389, 1.298, -0.585], [0.249, 1.891, 1.249], [0.200, -0.405, 1.996], [-2.499, 0.120, 1.230], [-1.799, -1.641, 1.092], [-2.691, -1.399, -1.187], [-1.966, 0.517, -2.470], [-1.401, 1.455, -0.923], [-0.283, -1.019, -2.322], [3.710, -0.975, 1.180], [3.563, 1.553, 0.683]],
  "atomic_forces_ev_per_a": [[-2.276, 2.232, 1.148], [3.353, -0.757, -2.798], [0.200, -0.373, 2.601], [-2.058, -0.370, -2.111], [1.138, 0.341, 3.584], [-0.664, -0.884, -1.988], [-2.660, 0.247, 1.474], [1.006, -0.714, -0.385], [0.120, -0.945, 0.716], [0.902, 0.782, 1.847], [1.347, 0.489, -0.893], [0.448, -0.653, -0.094], [-1.052, -0.378, -0.415], [0.005, -1.243, -0.632], [-0.466, 0.804, 0.427], [2.290, 1.284, 1.057], [-0.840, 0.614, -2.106], [-0.472, -0.609, -1.036], [0.536, 0.218, 1.509], [-0.075, 0.740, -0.688], [-0.780, -0.825, -1.218]],
  "nbo_charge": [-0.75, 0.14, -0.46, -0.21, -0.43, -0.27, -0.39, 0.32, -0.38, -0.42, 0.31, 0.49, 0.18, 0.24, 0.22, 0.23, 0.22, 0.23, 0.24, 0.24, 0.25]
}